{"formula": "C3HNO2", "method": "wB97M-V/def2-TZVPD", "species": ["C", "C", "C", "N", "O", "O", "H"], "xyz": [[-0.463070, 0.737626, 0.522708], [0.786285, 0.368225, 1.288510], [-0.254405, -1.251749, -2.337179], [1.809187, 0.462830, 1.817140], [-1.474202, 0.111686, 0.239031], [-0.171199, -2.247290, -1.773459], [-0.232595, 1.818672, 0.243249]], "forces_ev_per_angstrom": [[-0.8, 0.3, -0.5], [-0.4, -0.2, 0.0], [0.2, -2.4, 1.3], [-0.7, -0.3, -0.3], [2.8, 1.2, 1.0], [-0.2, 2.3, -1.3], [-0.9, -1.0, -0.1]], "mulliken_charge": [0.18, 0.26, 0.13, -0.30, -0.40, -0.13, 0.26], "de_lowest_ev": 0.211, "homo_ev": -11.80, "total_energy_ha": -320.091516, "orbital_gap_ha": 0.394}

=====

{"formula": "C10H16", "method": "wB97M-V/def2-TZVPD", "species": ["C", "C", "C", "C", "C", "C", "C", "H", "H", "H", "H", "H", "H", "H", "H", "C", "C", "C", "H", "H", "H", "H", "H", "H", "H", "H"], "xyz": [[-1.094914, 1.070905, 2.553206], [-0.049325, 0.359101, 1.748654], [1.130485, 1.033207, 1.386714], [2.166457, 0.345022, 0.808518], [1.976286, -0.985191, 0.384972], [0.736239, -1.533006, 0.489353], [-0.337992, -0.881030, 1.190939], [-1.194148, 2.152827, 2.409413], [-0.711589, 0.888001, 3.586167], [-2.104783, 0.692156, 2.579678], [1.197689, 2.005261, 1.843213], [3.153526, 0.793718, 0.687065], [2.895790, -1.535566, 0.261909], [0.440711, -2.529716, 0.222391], [-1.291233, -1.365971, 1.102246], [-0.427388, 1.158876, -2.333892], [-1.238499, 0.100946, -3.046321], [-1.718087, -0.980304, -2.060289], [0.487820, 1.469707, -2.901862], [-0.180384, 1.147380, -1.278584], [-0.996482, 2.127084, -2.409240], [-1.964360, 0.684152, -3.620185], [-0.718844, -0.293969, -3.928873], [-2.779665, -0.872628, -1.903911], [-1.673113, -2.053589, -2.322795], [-1.083255, -1.017240, -1.185655]], "forces_ev_per_angstrom": [[0.8, 0.2, 1.8], [-1.9, 0.2, -1.9], [-0.5, -0.7, 1.4], [0.2, -0.2, -0.4], [1.0, 0.9, 1.0], [-2.2, -0.1, 1.4], [2.7, 0.2, -1.3], [0.4, -0.2, -0.1], [-0.5, 0.6, -0.2], [-0.2, -0.6, -0.5], [0.5, 0.5, -0.3], [-0.3, 0.0, 0.1], [-0.2, -0.4, -0.9], [0.6, -0.5, -0.5], [-0.4, 0.1, 0.7], [0.6, 3.3, -1.2], [0.5, -0.5, -0.6], [-0.3, -1.0, -0.9], [-0.4, -0.7, 0.6], [0.0, -1.0, 0.1], [0.3, -0.7, 0.2], [-1.0, -0.6, 0.7], [0.6, -0.4, 0.6], [-0.3, 0.4, 0.9], [0.3, 0.5, -1.0], [-0.4, 0.7, 0.4]], "mulliken_charge": [-1.49, 1.08, -0.85, -0.26, -0.69, -0.15, -0.62, 0.35, 0.33, 0.37, 0.42, 0.40, 0.37, 0.43, 0.33, -0.67, -0.35, -0.60, 0.26, -0.01, 0.29, 0.32, 0.29, 0.30, 0.38, -0.20], "de_lowest_ev": 1.704, "homo_ev": -9.01, "total_energy_ha": -390.573252, "orbital_gap_ha": 0.368}

=====

{"formula": "C4H5NO", "method": "wB97M-V/def2-TZVPD", "species": ["O", "C", "C", "C", "C", "N", "H", "H", "H", "H", "H"], "xyz": [[-1.638182, 0.484564, 0.545179], [-1.908060, 0.126792, -0.670915], [-0.298379, -0.524791, 0.086703], [0.768837, 0.551279, 0.056034], [2.124811, -0.005214, 0.113668], [3.197852, -0.430645, 0.185966], [-2.985759, -0.229510, -0.706404], [-0.180793, -1.269339, -0.711671], [-0.348300, -1.059404, 1.038804], [0.621204, 1.210048, 0.914898], [0.646767, 1.146225, -0.852259]], "forces_ev_per_angstrom": [[-0.1, -0.3, -0.2], [-0.3, 0.4, 0.2], [0.4, -0.2, 0.3], [-0.1, 0.1, -0.1], [0.9, -0.4, 0.0], [-1.1, 0.4, -0.1], [0.4, -0.2, -0.2], [-0.3, 0.2, 0.1], [0.0, 0.1, -0.1], [0.1, -0.1, -0.1], [0.1, -0.1, 0.1]], "mulliken_charge": [-0.27, -0.31, -0.27, -0.37, 0.16, -0.38, 0.15, 0.33, 0.34, 0.30, 0.31], "de_lowest_ev": 5.766, "homo_ev": -8.32, "total_energy_ha": -285.202689, "orbital_gap_ha": 0.312}

=====

{"formula": "C4H13N3", "method": "wB97M-V/def2-TZVPD", "species": ["C", "C", "N", "N", "H", "H", "H", "H", "H", "H", "C", "N", "C", "H", "H", "H", "H", "H", "H", "H"], "xyz": [[0.399208, 2.129812, -1.211109], [1.502946, 1.523499, -0.788473], [1.564830, 0.283699, -0.121605], [0.399949, 3.387143, -1.881453], [-0.569818, 1.712193, -0.982768], [2.451127, 2.005128, -0.976539], [0.727740, 0.083254, 0.412432], [2.329892, 0.319932, 0.547238], [-0.159847, 3.386159, -2.723825], [1.337796, 3.685736, -2.106633], [-1.495484, -1.247167, 1.837448], [-1.728137, -2.518749, 1.172045], [-0.485225, -3.131181, 0.736141], [-0.782643, -1.390984, 2.654225], [-1.034529, -0.458054, 1.229211], [-2.422319, -0.855743, 2.251925], [-2.296114, -2.335644, 0.347992], [0.126765, -2.502317, 0.077594], [-0.683399, -4.061862, 0.200902], [0.149745, -3.339245, 1.603124]], "forces_ev_per_angstrom": [[0.2, 0.1, -0.1], [-0.5, 0.1, 0.0], [0.5, 0.2, 0.2], [-0.2, 0.1, 0.2], [-0.1, 0.1, -0.1], [0.2, -0.1, -0.1], [-0.1, 0.0, -0.1], [0.0, -0.2, 0.1], [0.0, -0.1, 0.0], [0.0, 0.0, -0.1], [0.3, 0.0, 0.4], [-0.1, 0.1, -0.3], [0.3, 0.1, -0.1], [-0.1, -0.1, 0.2], [-0.2, 0.0, -0.3], [-0.1, 0.1, 0.0], [0.0, -0.1, 0.1], [-0.1, 0.1, -0.1], [0.0, -0.1, 0.1], [-0.2, -0.1, 0.0]], "mulliken_spin": [0.71, 0.69, -0.39, -0.19, -0.39, 0.14, 0.27, -0.66, -0.10, 0.01, 1.15, -0.39, 0.44, -0.14, 0.75, -0.77, 0.04, 0.06, -0.17, -0.06], "de_lowest_ev": 1.036, "homo_ev": [1.34, -4.06], "total_energy_ha": -324.372066, "multiplicity": 2, "orbital_gap_ha": [0.098, 0.300], "total_charge": -1}

=====

{"formula": "CH3FINS", "method": "wB97M-V/def2-TZVPD", "species": ["C", "N", "F", "H", "H", "S", "I", "H"], "xyz": [[-1.593881, -1.072659, -0.048123], [-1.581936, 0.036190, 0.529380], [-2.410150, 0.990427, -0.052186], [-2.186015, -1.319620, -0.925052], [-0.960941, -1.829989, 0.383742], [2.287539, 1.647137, -0.103849], [2.973506, -0.610907, -0.014641], [3.471879, 2.159418, 0.230726]], "forces_ev_per_angstrom": [[-0.5, -0.3, -0.7], [0.6, 0.5, 1.0], [-0.2, -0.4, -0.4], [-0.1, 0.2, 0.0], [0.2, 0.0, 0.2], [-0.3, 0.1, 0.0], [0.1, -0.2, 0.0], [0.2, 0.0, 0.0]], "mulliken_charge": [-0.25, -0.19, -0.16, 0.29, 0.31, -0.26, 0.08, 0.18], "de_lowest_ev": 1.110, "homo_ev": -9.03, "total_energy_ha": -890.310443, "orbital_gap_ha": 0.307}

=====

{"formula": "C4H32BO24", "method": "wB97M-V/def2-TZVPD", "species": ["O", "C", "O", "B", "O", "C", "O", "O", "C", "O", "C", "O", "O", "O", "H", "H", "O", "H", "H", "O", "H", "H", "O", "H", "H", "O", "H", "H", "O", "H", "H", "O", "H", "H", "O", "H", "H", "O", "H", "H", "O", "H", "H", "O", "H", "H", "O", "H", "H", "O", "H", "H", "O", "H", "H", "O", "H", "H", "O", "H", "H"], "xyz": [[-3.139609, -1.588674, 0.787470], [-2.057498, -1.086097, 0.686141], [-1.147274, -1.342907, -0.226009], [0.049208, -0.523867, 0.019388], [-0.374417, 0.456839, 1.022150], [-1.545605, 0.124456, 1.514293], [-2.137002, 0.692967, 2.387209], [0.553011, 0.236304, -1.159339], [1.768908, -0.149754, -1.448840], [2.464621, 0.240269, -2.349599], [2.212733, -1.158640, -0.376037], [1.173792, -1.399141, 0.399851], [3.300437, -1.634651, -0.239054], [-5.622986, -2.828664, 0.581835], [-6.141988, -2.500834, -0.156776], [-4.808631, -2.300173, 0.565224], [4.169598, 2.600061, -3.325009], [3.848529, 2.757445, -2.423609], [3.378387, 2.427278, -3.844586], [4.238458, 2.459941, -0.428391], [3.475284, 2.498970, 0.157773], [4.387545, 1.518506, -0.597956], [-3.165384, -4.905144, 1.340909], [-2.765258, -4.388257, 0.636262], [-3.948038, -4.399222, 1.588150], [0.971853, 0.827722, -4.619126], [1.615636, 0.568753, -3.933237], [0.957830, 0.102075, -5.248913], [5.632890, 0.012566, -1.592435], [4.728244, -0.135252, -1.900775], [6.139876, -0.682622, -2.019358], [0.228836, -4.295512, -1.671872], [0.562034, -4.419254, -0.776938], [-0.557167, -3.749773, -1.560250], [-4.022074, -0.286570, 4.608187], [-4.686135, -0.933733, 4.861816], [-4.131387, -0.172647, 3.657334], [4.190829, -3.231742, -2.611696], [4.168432, -4.158403, -2.865236], [3.877483, -3.203072, -1.700700], [0.424028, 3.637372, -1.408113], [0.827645, 2.772786, -1.274156], [0.247061, 3.958551, -0.513053], [-0.530568, 3.850724, 1.420263], [-0.717018, 4.740851, 1.731906], [-1.134491, 3.287921, 1.921348], [-3.168592, 3.487698, 3.006771], [-3.891894, 2.879077, 3.190371], [-3.599151, 4.312494, 2.762503], [-0.081919, 0.494674, 4.723588], [-0.794388, 0.928334, 4.238489], [-0.027717, -0.383504, 4.335899], [2.404711, -3.307212, 2.545306], [2.725420, -2.769819, 1.809218], [3.002717, -4.058677, 2.582321], [-3.857096, 2.403605, 0.152783], [-3.238432, 2.149205, 0.846753], [-3.523084, 3.247531, -0.165254], [-1.320278, 2.189645, -3.390357], [-0.622398, 1.587790, -3.693768], [-0.968564, 2.541436, -2.561039]], "forces_ev_per_angstrom": [[0.2, -0.2, 0.2], [-0.3, 0.7, -0.3], [0.1, -0.4, -0.1], [0.0, 0.3, -0.4], [0.3, -0.1, 0.5], [0.1, -0.2, -0.3], [-0.2, 0.1, 0.1], [-0.3, -0.3, -0.1], [0.3, 0.1, 0.1], [0.0, -0.1, 0.1], [-0.3, -0.2, 0.3], [-0.2, 0.4, 0.1], [0.3, -0.2, -0.1], [0.1, 0.1, 0.1], [0.0, 0.0, 0.0], [-0.1, -0.1, 0.0], [-0.1, 0.1, -0.1], [0.2, 0.0, -0.1], [0.0, 0.0, 0.0], [-0.3, -0.1, 0.0], [0.1, 0.0, 0.0], [0.3, 0.1, 0.1], [0.0, -0.1, 0.1], [-0.1, 0.1, 0.0], [0.0, 0.0, -0.1], [0.2, -0.1, 0.1], [-0.2, 0.1, -0.1], [0.0, 0.0, 0.0], [-0.2, 0.1, 0.1], [0.1, -0.1, -0.2], [0.0, -0.1, 0.0], [0.0, 0.0, 0.0], [0.0, 0.0, 0.0], [0.0, 0.1, 0.0], [-0.1, 0.1, 0.0], [0.0, 0.0, 0.0], [0.2, -0.1, 0.0], [0.1, 0.0, 0.0], [-0.1, 0.0, 0.0], [0.0, 0.1, 0.0], [0.1, 0.0, 0.0], [0.0, 0.0, 0.0], [-0.1, -0.2, 0.1], [0.0, 0.1, -0.1], [0.0, 0.0, 0.1], [-0.1, -0.1, 0.1], [0.1, 0.2, 0.0], [0.1, -0.1, 0.0], [-0.1, 0.0, 0.0], [0.0, 0.1, 0.0], [0.0, -0.1, 0.0], [0.0, 0.0, 0.0], [0.0, 0.0, -0.1], [0.0, 0.0, 0.0], [0.0, 0.0, 0.0], [-0.1, -0.1, 0.0], [0.0, 0.1, 0.1], [0.1, -0.1, -0.1], [0.0, -0.2, 0.2], [-0.1, 0.1, -0.2], [-0.1, 0.2, -0.1]], "mulliken_charge": [-0.84, 0.56, -0.45, 1.22, -0.26, 0.41, -0.27, -0.78, 0.71, -0.85, 0.68, -0.51, -0.66, -0.65, 0.29, 0.56, -0.63, 0.36, 0.31, -0.66, 0.34, 0.35, -0.63, 0.29, 0.33, -0.66, 0.40, 0.28, -0.65, 0.22, 0.29, -0.63, 0.31, 0.30, -0.60, 0.29, 0.31, -0.58, 0.28, 0.32, -0.65, 0.25, 0.36, -0.60, 0.25, 0.29, -0.55, 0.30, 0.27, -0.64, 0.32, 0.31, -0.62, 0.32, 0.27, -0.63, 0.28, 0.30, -0.67, 0.39, 0.34], "de_lowest_ev": 0.952, "homo_ev": -7.97, "total_energy_ha": -2002.612007, "orbital_gap_ha": 0.364, "total_charge": -1}

=====

- What is the formula in the fifth record?
  CH3FINS

=====

- What is the formula in the third record?
  C4H5NO